Entry 1:
Formula: C12H26MnNO4P2
Source: the OMol25 dataset
Level of theory: ωB97M-V/def2-TZVPD

```
! wB97M-V def2-TZVPD RIJCOSX def2/J DEFGRID3
* xyz 1 4
C 0.00 -4.31 0.24
C 0.31 -2.93 0.33
N -0.56 -2.00 -0.19
C -1.79 -2.34 -0.56
C -2.17 -3.68 -0.60
C -1.28 -4.69 -0.19
C 1.38 -2.44 1.09
P 1.35 -0.68 1.51
Mn 0.10 0.30 -0.09
P -1.83 0.30 -1.38
C -2.75 -1.25 -0.99
O 3.67 -2.66 -0.75
O 3.34 -0.29 -1.88
H 0.73 -5.04 0.60
H -3.17 -3.91 -0.96
H -1.57 -5.74 -0.22
C 0.87 -0.94 3.24
C 3.12 -0.16 1.64
H -3.30 -1.59 -1.88
H -3.47 -1.03 -0.19
H 2.84 -2.54 -0.21
H 2.09 -3.17 1.53
C -3.07 1.60 -1.23
C -1.51 0.12 -3.16
H 1.78 -0.07 -1.40
H 3.80 0.41 -1.36
H 3.44 -1.06 -1.34
H 3.31 -3.11 -1.53
H -0.56 0.08 1.41
H 0.98 -0.08 -1.54
H 1.58 -1.57 3.80
H 0.83 0.07 3.65
H -0.13 -1.39 3.24
H 3.74 -0.83 2.25
H 3.63 -0.02 0.67
H 3.07 0.82 2.14
H -2.46 0.03 -3.72
H -0.97 1.01 -3.49
H -0.88 -0.76 -3.34
H -3.90 1.44 -1.93
H -3.42 1.64 -0.20
H -2.56 2.55 -1.45
O -1.07 2.85 0.70
C 0.16 3.03 0.46
O 1.02 2.12 0.12
H 0.58 4.04 0.53
*
```

- ⟨S²⟩: 3.853
- E_LUMO (alpha / beta): -3.24 / -5.46 eV

Löwdin population analysis, charges in e, atoms 1 to 6: C 0.015; C -0.332; N 0.055; C -0.305; C 0.014; C -0.012

=====

Entry 2:
Formula: C21H17ClCoN3O4STe
Source: the OMol25 dataset
Level of theory: ωB97M-V/def2-TZVPD

```
! wB97M-V def2-TZVPD RIJCOSX def2/J DEFGRID3
* xyz 0 5
Co 1.79 1.03 -1.48
O 2.23 3.88 3.38
C 2.60 2.59 3.53
O 3.23 2.18 4.50
C 2.23 1.60 2.47
C 2.52 0.21 2.51
Cl 3.38 -0.61 3.69
N 2.01 -0.41 1.41
N 1.50 0.55 0.57
C 1.62 1.76 1.19
C 1.22 2.98 0.42
O 1.09 4.05 0.99
O 1.04 2.72 -0.83
C 1.92 -1.81 1.15
C 1.71 -2.75 2.17
C 1.87 -4.11 1.90
C 2.27 -4.52 0.61
C 2.29 -3.59 -0.44
C 1.95 -2.26 -0.17
H 1.79 4.10 2.46
H 1.40 -2.38 3.17
H 1.71 -4.89 2.65
H 2.37 -5.56 0.36
H 2.48 -3.92 -1.46
H 1.78 -1.57 -1.01
S 3.84 0.74 -2.00
C 4.78 0.84 -0.64
N 5.56 0.83 0.26
C -5.74 0.73 -0.38
C -4.34 0.59 -0.91
C -3.73 -0.66 -0.83
C -2.47 -0.84 -1.36
C -1.77 -2.15 -1.23
C -1.86 0.23 -2.06
Te -0.09 -0.14 -3.28
C -2.46 1.50 -2.09
C -1.73 2.65 -2.71
C -3.69 1.65 -1.50
H -5.82 0.40 0.65
H -6.41 0.07 -0.98
H -6.13 1.74 -0.49
H -4.31 -1.47 -0.35
H -2.32 -2.80 -0.52
H -0.74 -2.05 -0.88
H -1.73 -2.59 -2.21
H -0.69 2.73 -2.42
H -2.27 3.56 -2.48
H -1.66 2.52 -3.82
H -4.17 2.63 -1.52
*
```

- ⟨S²⟩: 6.016
- ΔE to the lowest compared entry with this formula, charge and spin: 0.0 kJ/mol
- E_LUMO (alpha / beta): -0.51 / -3.48 eV

Löwdin population analysis, charges in e, atoms 1 to 6: Co 0.255; O 0.095; C -0.465; O 0.044; C -0.023; C -0.564

=====

Entry 3:
Formula: C5H10O
Source: the OMol25 dataset
Level of theory: ωB97M-V/def2-TZVPD

```
! wB97M-V def2-TZVPD RIJCOSX def2/J DEFGRID3
* xyz 0 1
C -1.27 0.41 -0.81
C -0.54 -0.25 0.32
C -0.48 -1.77 0.21
O 0.82 -1.51 -0.35
C 1.00 -0.19 0.41
C 1.58 0.99 -0.12
H -1.11 1.49 -0.84
H -2.35 0.20 -0.72
H -0.94 -0.02 -1.77
H -0.46 1.22 1.34
H -1.14 -2.25 -0.52
H -0.44 -2.33 1.15
H 1.35 -0.44 1.42
H 1.29 1.36 -1.11
H 2.48 1.42 0.32
H 0.21 1.67 1.08
*
```

- ΔE to the lowest compared entry with this formula, charge and spin: 642.9 kJ/mol
- E_LUMO (alpha / beta): 0.03 / -0.49 eV

Löwdin population analysis, charges in e, atoms 1 to 6: C -0.096; C -0.250; C -0.155; O -0.079; C -0.408; C 0.011

=====

Entry 4:
Formula: C5H6Br2Cl2
Source: the OMol25 dataset
Level of theory: ωB97M-V/def2-TZVPD

```
! wB97M-V def2-TZVPD RIJCOSX def2/J DEFGRID3
* xyz 0 1
C 0.35 -0.20 -0.73
C 0.01 0.18 0.70
C -1.38 0.02 0.13
C 0.61 0.75 -1.84
C 0.41 -0.74 1.84
Cl 0.71 -1.85 -1.05
Cl 0.42 1.87 1.09
Br -2.32 -1.59 0.36
Br -2.40 1.49 -0.46
H 1.68 0.95 -1.93
H 0.10 1.71 -1.69
H 0.27 0.32 -2.78
H 0.85 -1.65 1.44
H -0.45 -1.01 2.44
H 1.13 -0.25 2.48
*
```

- ΔE to the lowest compared entry with this formula, charge and spin: 0.0 kJ/mol
- E_LUMO: 0.43 eV

Löwdin population analysis, charges in e, atoms 1 to 6: C -0.754; C -0.963; C -1.199; C -0.148; C -0.131; Cl 0.704

=====

Entry 5:
Formula: C30H58BF9O14P
Source: the OMol25 dataset
Level of theory: ωB97M-V/def2-TZVPD

```
! wB97M-V def2-TZVPD RIJCOSX def2/J DEFGRID3
* xyz -1 1
O 7.05 -7.48 5.48
B 6.94 -6.76 4.28
O 8.07 -6.74 3.46
P 5.28 -5.82 3.77
C 3.67 -4.94 3.13
C 2.59 -4.59 4.15
C 1.70 -5.65 4.73
F 0.92 -5.06 5.71
F 2.36 -6.65 5.36
C 0.68 -6.31 3.73
F -0.58 -5.92 4.07
F 0.87 -5.89 2.47
C 0.57 -7.87 3.72
F -0.46 -8.16 2.89
F 0.23 -8.29 4.95
C 1.79 -8.71 3.22
F 2.52 -8.02 2.35
F 1.33 -9.81 2.59
F 2.54 -9.12 4.22
H 7.06 -8.43 5.32
H 7.87 -7.17 2.62
H 4.94 -5.48 5.18
H 4.52 -7.12 3.89
H 5.58 -6.15 2.30
H 6.05 -4.53 3.59
H 3.29 -5.51 2.27
H 4.02 -3.98 2.74
H 3.09 -4.13 5.01
H 1.89 -3.83 3.76
O 3.70 -1.79 2.19
C 2.59 -1.75 1.73
O 2.18 -2.79 0.98
C 0.85 -2.90 0.45
C 0.77 -2.10 -0.84
C 1.68 -0.55 1.88
H 0.10 -2.61 1.18
H 0.72 -3.96 0.27
H 0.94 -1.05 -0.65
H -0.20 -2.21 -1.32
H 1.55 -2.44 -1.51
H 1.99 0.18 1.14
H 1.83 -0.13 2.87
H 0.63 -0.75 1.74
O 3.01 -1.99 -3.10
C 4.07 -2.45 -2.75
O 4.89 -2.95 -3.70
C 6.21 -3.41 -3.40
C 6.22 -4.83 -2.87
C 4.46 -2.53 -1.30
H 6.71 -2.73 -2.71
H 6.74 -3.36 -4.35
H 5.68 -4.92 -1.93
H 7.24 -5.17 -2.71
H 5.74 -5.50 -3.59
H 3.98 -3.40 -0.85
H 4.07 -1.65 -0.79
H 5.52 -2.60 -1.11
O -0.35 0.85 -0.71
C 0.02 1.55 -1.62
O 0.02 2.88 -1.45
C 0.56 3.79 -2.42
C -0.44 4.09 -3.52
C 0.42 0.95 -2.95
H 1.51 3.42 -2.81
H 0.78 4.69 -1.86
H -0.69 3.20 -4.09
H -0.03 4.84 -4.21
H -1.37 4.48 -3.09
H -0.49 0.75 -3.52
H 0.93 0.01 -2.77
H 1.08 1.58 -3.55
O -3.79 4.75 -2.93
C -4.44 4.81 -3.93
O -3.78 5.03 -5.10
C -4.45 5.01 -6.36
C -5.11 6.35 -6.67
C -5.94 4.73 -3.92
H -5.16 4.19 -6.41
H -3.67 4.80 -7.08
H -5.89 6.59 -5.95
H -5.56 6.32 -7.67
H -4.36 7.14 -6.65
H -6.32 5.71 -3.63
H -6.22 4.02 -3.14
H -6.41 4.42 -4.85
O -7.33 7.29 -2.64
C -7.23 7.53 -1.46
O -6.00 7.50 -0.93
C -5.70 7.80 0.44
C -5.89 6.59 1.33
C -8.42 7.76 -0.57
H -6.27 8.67 0.78
H -4.65 8.09 0.43
H -6.93 6.26 1.35
H -5.57 6.82 2.34
H -5.28 5.77 0.96
H -8.84 6.78 -0.30
H -9.17 8.30 -1.14
H -8.20 8.30 0.34
O -3.06 5.76 2.08
C -2.64 4.66 1.83
O -2.55 3.79 2.86
C -2.18 2.41 2.69
C -0.69 2.22 2.62
C -2.18 4.26 0.46
H -2.69 1.99 1.82
H -2.59 1.92 3.57
H -0.25 2.71 1.75
H -0.45 1.16 2.56
H -0.21 2.63 3.51
H -1.16 4.62 0.32
H -2.81 4.74 -0.28
H -2.18 3.19 0.27
*
```

- ΔE to the lowest compared entry with this formula, charge and spin: 0.0 kJ/mol
- E_LUMO: 1.67 eV

Löwdin population analysis, charges in e, atoms 1 to 6: O 0.049; B -0.738; O 0.035; P 0.346; C -0.384; C -0.162

=====

Entry 6:
Formula: NO4P
Source: the OMol25 dataset
Level of theory: ωB97M-V/def2-TZVPD

```
! wB97M-V def2-TZVPD RIJCOSX def2/J DEFGRID3
* xyz -2 1
N -1.07 -0.64 -0.25
O 0.49 0.38 1.55
O 0.68 1.34 -0.83
O -2.14 0.02 -0.19
O 1.50 -1.21 -0.32
P 0.55 0.11 0.05
*
```

- ΔE to the lowest compared entry with this formula, charge and spin: 44.4 kJ/mol
- E_LUMO (alpha / beta): 7.53 / 7.53 eV
- SMILES: O=NP(=O)([O-])[O-]

Computed Löwdin charges, given in elementary charges: N -0.174; O -0.505; O -0.499; O -0.223; O -0.650; P 0.051

=====

Entry 7:
Formula: C44H60N4O7P3Rb
Source: the OMol25 dataset
Level of theory: ωB97M-V/def2-TZVPD

```
! wB97M-V def2-TZVPD RIJCOSX def2/J DEFGRID3
* xyz 0 1
Rb 0.90 -0.96 -0.48
N 2.81 -1.93 2.23
C 2.84 -1.40 3.50
C 4.07 -1.30 4.17
C 4.14 -0.83 5.46
C 2.98 -0.44 6.13
C 1.77 -0.51 5.48
C 1.67 -0.98 4.16
P 0.12 -0.95 3.20
C -0.91 0.21 4.16
C -0.93 1.53 3.73
C -1.68 2.49 4.40
C -2.43 2.13 5.50
C -2.43 0.81 5.93
C -1.68 -0.15 5.27
C -0.62 -2.57 3.58
C 0.20 -3.69 3.71
C -0.36 -4.96 3.81
C -1.73 -5.12 3.80
C -2.56 -4.01 3.71
C -2.01 -2.74 3.59
H 3.62 -1.85 1.63
H 1.95 -1.88 1.71
H 4.97 -1.62 3.65
H 5.10 -0.77 5.96
H 3.04 -0.07 7.15
H 0.87 -0.19 5.98
H -0.36 1.81 2.84
H -1.68 3.52 4.05
H -3.02 2.87 6.03
H -3.03 0.52 6.80
H -1.68 -1.17 5.61
H 1.27 -3.57 3.72
H 0.29 -5.82 3.90
H -2.16 -6.11 3.88
H -3.63 -4.13 3.72
H -2.66 -1.88 3.51
N 5.49 -1.83 -1.77
C 4.15 -1.55 -1.56
O 3.67 -1.68 -0.43
C 3.37 -1.19 -2.78
C 2.77 -2.48 -3.36
H 5.91 -2.43 -1.08
H 5.75 -2.04 -2.72
H 4.01 -0.69 -3.52
H 2.57 -0.50 -2.52
H 3.57 -3.16 -3.70
H 2.22 -3.02 -2.56
C 0.17 -5.65 -0.38
C -1.17 -5.86 -0.62
C -2.06 -4.82 -0.44
C -1.58 -3.58 -0.01
N -0.28 -3.38 0.22
C 0.57 -4.39 0.03
C -2.49 -2.43 0.22
C -3.87 -2.55 0.05
C -4.68 -1.48 0.36
C -4.11 -0.31 0.83
C -2.73 -0.27 0.95
N -1.94 -1.29 0.65
H 0.91 -6.43 -0.53
H -1.53 -6.83 -0.95
H -3.11 -4.98 -0.62
H 1.62 -4.17 0.21
H -4.31 -3.47 -0.31
H -5.76 -1.56 0.24
H -4.71 0.55 1.10
H -2.23 0.62 1.33
C 2.01 5.18 -3.42
C 1.61 3.74 -3.20
C 2.80 2.80 -3.22
O 0.92 3.73 -1.91
P 0.52 2.50 -1.00
O 1.48 1.39 -0.94
C -1.15 2.02 -1.51
P -1.23 0.71 -2.76
O -0.94 -0.61 -2.22
O -2.68 0.72 -3.41
C -3.70 1.73 -3.58
C -4.44 1.98 -2.28
C -3.17 2.99 -4.24
O -0.22 1.30 -3.84
C 0.13 0.71 -5.14
C -0.69 1.42 -6.20
C -0.03 -0.80 -5.21
O 0.15 3.19 0.38
C 1.08 3.87 1.29
C 2.38 3.12 1.45
C 1.27 5.31 0.85
H 2.43 5.30 -4.42
H 2.76 5.49 -2.70
H 1.14 5.84 -3.33
H 0.87 3.43 -3.94
H 3.51 3.06 -2.43
H 3.30 2.91 -4.18
H 2.50 1.76 -3.09
H -1.66 2.93 -1.83
H -1.68 1.64 -0.63
H -4.39 1.25 -4.28
H -3.88 2.62 -1.60
H -4.65 1.03 -1.79
H -5.39 2.48 -2.50
H -2.36 3.44 -3.66
H -3.98 3.72 -4.31
H -2.80 2.79 -5.24
H 1.18 0.97 -5.25
H -1.74 1.15 -6.12
H -0.34 1.12 -7.19
H -0.58 2.51 -6.12
H -1.07 -1.09 -5.05
H 0.63 -1.34 -4.52
H 0.26 -1.12 -6.21
H 0.53 3.85 2.23
H 2.96 3.11 0.52
H 2.21 2.08 1.75
H 2.98 3.61 2.22
H 1.84 5.36 -0.08
H 1.81 5.86 1.62
H 0.30 5.79 0.69
*
```

- ΔE to the lowest compared entry with this formula, charge and spin: 145.3 kJ/mol
- E_LUMO: 0.13 eV

Löwdin population analysis, charges in e, atoms 1 to 6: Rb 0.950; N 0.105; C -0.339; C -0.035; C -0.096; C -0.105

=====

Entry 8:
Formula: C4H8N2O
Source: the OMol25 dataset
Level of theory: ωB97M-V/def2-TZVPD

```
! wB97M-V def2-TZVPD RIJCOSX def2/J DEFGRID3
* xyz 0 1
C 1.38 0.67 -1.52
N 0.92 -0.36 -0.60
C -0.46 -0.22 -0.19
C -0.76 -1.18 0.99
O -0.33 -0.62 2.21
C -0.86 1.11 0.35
N -1.24 2.03 0.95
H 1.32 1.69 -1.10
H 2.42 0.47 -1.80
H 0.78 0.64 -2.43
H 1.51 -0.40 0.22
H -1.11 -0.42 -1.05
H -0.19 -2.09 0.84
H -1.83 -1.42 1.01
H -0.81 0.22 2.34
*
```

- ΔE to the lowest compared entry with this formula, charge and spin: 181.1 kJ/mol
- E_LUMO: 0.90 eV
- SMILES: CN[C@H](C#N)CO

Löwdin population analysis, charges in e, atoms 1 to 6: C -0.123; N -0.087; C -0.333; C -0.220; O -0.065; C -0.178

=====

Q: Number 2 is which compound?
A: C21H17ClCoN3O4STe

=====

Q: Which formula does entry 8 have?
A: C4H8N2O

=====

Please write out number 6 again, unchanged.
Formula: NO4P
Source: the OMol25 dataset
Level of theory: ωB97M-V/def2-TZVPD

```
! wB97M-V def2-TZVPD RIJCOSX def2/J DEFGRID3
* xyz -2 1
N -1.07 -0.64 -0.25
O 0.49 0.38 1.55
O 0.68 1.34 -0.83
O -2.14 0.02 -0.19
O 1.50 -1.21 -0.32
P 0.55 0.11 0.05
*
```

- ΔE to the lowest compared entry with this formula, charge and spin: 44.4 kJ/mol
- E_LUMO (alpha / beta): 7.53 / 7.53 eV
- SMILES: O=NP(=O)([O-])[O-]

Computed Löwdin charges, given in elementary charges: N -0.174; O -0.505; O -0.499; O -0.223; O -0.650; P 0.051

=====

Q: What is the formula in the fifth record?
A: C30H58BF9O14P